Run 1
Formula: C4H14N2O2
Source: OMol25
Level of theory: the ωB97M-V functional and the def2-TZVPD basis

Structure (ORCA input):
```
! RIJCOSX wB97M-V def2-TZVPD def2/J DEFGRID3
* xyz 0 1
C 3.914 0.749 0.153
N 2.454 0.434 0.454
C -0.233 0.527 -0.464
C -0.528 1.002 1.056
O -1.822 0.946 1.317
C -0.191 -0.982 -0.656
N -0.829 -1.411 -1.896
H 4.025 1.220 -0.813
H 4.456 -0.191 0.148
H 4.384 1.300 1.001
H 2.560 -0.057 1.434
H 0.664 1.054 -0.846
H 0.208 1.918 1.172
H 0.155 0.393 1.666
H -3.568 -1.067 0.370
H -0.538 -1.537 0.366
H 0.913 -1.296 -0.808
H -1.892 -1.330 -1.733
H -0.791 -2.522 -2.002
H -2.336 0.476 0.519
H -1.118 0.867 -1.125
O -2.711 -0.967 -0.041
*
```

**E_LUMO**: -4.45 eV

***

Run 2
Formula: C4H14N2O2
Source: OMol25
Level of theory: the ωB97M-V functional and the def2-TZVPD basis

Structure (ORCA input):
```
! RIJCOSX wB97M-V def2-TZVPD def2/J DEFGRID3
* xyz 0 1
C -1.784 -1.072 -0.644
C -0.540 -0.326 -1.101
C 0.817 -0.949 -0.480
N 1.967 -0.118 -0.697
N 1.104 -2.265 -0.990
H -1.739 -2.126 -0.911
H -1.899 -1.011 0.436
H -2.675 -0.650 -1.109
H -0.437 -0.394 -2.189
H -0.622 0.732 -0.853
H 0.659 -1.039 0.599
H 1.971 0.679 -0.081
H 2.041 0.181 -1.661
H 0.312 -2.884 -0.854
H 1.328 -2.230 -1.979
C -0.732 1.585 2.000
O 0.138 1.962 0.953
O 1.454 2.263 1.497
H -0.413 0.646 2.460
H -1.695 1.444 1.519
H -0.809 2.363 2.757
H 1.551 3.210 1.330
*
```

**E_LUMO**: 0.73 eV

***

Relative energies with respect to the most stable structure, expressed in kcal/mol: run 1 148.1; run 2 0.0.

***

Run 1
Formula: C4H14N2O2
Source: OMol25
Level of theory: the ωB97M-V functional and the def2-TZVPD basis

Structure (ORCA input):
```
! RIJCOSX wB97M-V def2-TZVPD def2/J DEFGRID3
* xyz 0 1
N 1.753 -1.650 -0.309
C 2.259 -0.524 0.512
C 1.229 -0.090 1.569
C -0.309 -0.086 1.287
N -0.811 1.321 1.079
C -1.696 1.280 -0.106
O -0.988 1.286 -1.308
H 0.969 -1.340 -0.882
H 1.314 -2.335 0.281
H 2.697 0.323 -0.219
H 3.146 -0.880 0.959
H 1.432 0.872 2.070
H 1.346 -0.790 2.508
H -0.678 -0.691 0.396
H -0.816 -0.452 2.231
H -0.116 2.020 0.879
H -2.235 0.319 -0.121
H -2.484 2.099 -0.016
H -1.043 2.158 -1.879
O -1.137 -1.356 -1.986
H -0.810 -0.461 -1.902
H -1.225 -1.465 -2.921
*
```

**E_LUMO**: 0.43 eV

***

Run 2
Formula: C4H14N2O2
Source: OMol25
Level of theory: the ωB97M-V functional and the def2-TZVPD basis

Structure (ORCA input):
```
! RIJCOSX wB97M-V def2-TZVPD def2/J DEFGRID3
* xyz 0 1
C 1.640 -0.227 1.862
N 1.063 0.888 1.877
C 0.937 1.595 0.603
C -0.214 0.909 -0.144
C -0.637 1.384 -1.536
N -0.691 0.199 -2.419
H 1.736 -0.841 2.769
H 2.256 -0.819 1.179
H 0.555 2.585 0.881
H 1.836 1.867 0.053
H -1.062 0.940 0.556
H 0.000 -0.159 -0.111
H 0.094 2.111 -1.906
H -1.552 1.964 -1.616
H -0.128 0.233 -3.254
H -1.642 -0.068 -2.625
O -0.138 -2.836 -0.901
H -0.052 -2.044 -1.394
H -0.846 -2.494 -0.339
O -1.061 -2.144 2.283
H -1.125 -1.313 2.759
H -0.969 -1.731 1.421
*
```

**E_LUMO**: 0.71 eV

***

Run 3
Formula: C4H14N2O2
Source: OMol25
Level of theory: the ωB97M-V functional and the def2-TZVPD basis

Structure (ORCA input):
```
! RIJCOSX wB97M-V def2-TZVPD def2/J DEFGRID3
* xyz 0 1
C -1.502 -1.703 2.106
N -1.200 -0.823 1.251
C -0.305 -1.131 0.172
C 1.158 -0.590 0.328
C 1.179 0.942 0.288
N 0.822 1.547 -1.007
H -2.027 -1.333 2.987
H -1.185 -2.742 2.137
H -0.250 -2.174 -0.162
H -0.667 -0.561 -0.685
H 1.570 -0.911 -0.632
H 1.794 -1.012 1.096
H 2.182 1.277 0.546
H 0.423 1.303 0.995
H 0.905 2.543 -0.979
H -0.086 1.231 -1.343
O 1.664 -0.610 -2.801
H 2.156 -0.129 -3.485
H 0.907 -0.050 -2.590
O -2.363 1.630 0.256
H -2.078 1.088 1.020
H -3.096 2.206 0.503
*
```

**E_LUMO**: 0.94 eV

***

Run 4
Formula: C4H14N2O2
Source: OMol25
Level of theory: the ωB97M-V functional and the def2-TZVPD basis

Structure (ORCA input):
```
! RIJCOSX wB97M-V def2-TZVPD def2/J DEFGRID3
* xyz 0 1
N 0.241 -0.451 -2.848
C -0.488 -0.052 -1.633
C -0.103 -1.048 -0.416
N -0.978 -2.288 -0.884
C -0.785 -0.473 0.854
C -0.638 -1.307 2.064
O 0.454 -2.283 1.907
H 1.101 0.160 -2.711
H -0.449 -0.139 -3.592
H -0.269 0.925 -1.499
H -1.552 -0.220 -1.911
H 0.992 -1.120 -0.295
H -0.931 -3.062 -0.287
H -0.873 -2.382 -1.869
H -1.859 -0.085 0.787
H -0.064 0.545 1.008
H -1.567 -1.884 2.412
H -0.561 -0.884 3.123
H 1.263 -1.635 2.084
O 2.458 6.273 1.376
H 1.653 5.718 1.477
H 2.956 5.690 0.852
*
```

**E_LUMO**: 0.40 eV

***

Relative energies with respect to the most stable structure, expressed in kcal/mol: run 1 8.5; run 2 16.6; run 3 0.0; run 4 40.8.

***

Run 1
Formula: C4H14N2O2
Source: OMol25
Level of theory: the ωB97M-V functional and the def2-TZVPD basis

Structure (ORCA input):
```
! RIJCOSX wB97M-V def2-TZVPD def2/J DEFGRID3
* xyz 0 1
C -0.568 -0.924 -0.104
C 0.865 -0.311 -0.088
C -1.206 -0.847 1.285
N -0.386 -2.295 -0.592
N -1.443 -0.280 -1.068
O 1.451 -0.416 -1.354
H 1.245 -1.313 -1.665
H -1.708 0.643 -0.754
H -1.279 -2.660 -0.903
H -0.022 -2.897 0.138
H -0.961 -0.184 -1.956
H 1.456 -0.838 0.672
H 0.653 0.857 0.079
H -0.627 -1.427 2.001
H -2.216 -1.253 1.244
H -1.258 0.183 1.634
C 0.198 2.631 0.072
O 1.231 3.110 0.541
H 2.578 1.891 0.676
H -0.720 2.564 0.681
H 0.008 2.658 -1.012
H 2.710 1.109 0.473
*
```

**E_LUMO**: 0.21 eV

***

Run 2
Formula: C4H14N2O2
Source: OMol25
Level of theory: the ωB97M-V functional and the def2-TZVPD basis

Structure (ORCA input):
```
! RIJCOSX wB97M-V def2-TZVPD def2/J DEFGRID3
* xyz 0 1
C 2.085 -0.231 -0.205
N 1.990 0.419 -1.409
N 3.306 -0.273 0.415
O 1.276 -1.221 0.036
H 0.258 -0.798 0.146
H 0.169 0.630 0.683
H 2.471 1.305 -1.469
H 1.028 0.475 -1.737
H 3.890 0.545 0.350
H 3.299 -0.748 1.304
C -1.179 -0.019 0.065
C -1.845 -1.392 0.091
C -2.049 0.999 0.784
O -0.988 0.399 -1.314
H -1.836 0.381 -1.781
H 1.018 0.980 0.847
H -1.264 -2.134 -0.462
H -2.157 0.738 1.839
H -1.956 -1.745 1.118
H -2.846 -1.357 -0.365
H -1.613 1.998 0.720
H -3.056 1.050 0.345
*
```

**E_LUMO**: 0.76 eV

***

Run 3
Formula: C4H14N2O2
Source: OMol25
Level of theory: the ωB97M-V functional and the def2-TZVPD basis

Structure (ORCA input):
```
! RIJCOSX wB97M-V def2-TZVPD def2/J DEFGRID3
* xyz 0 1
C 0.705 1.766 -1.473
C -0.031 1.161 -0.283
C 0.354 1.984 0.988
N -0.402 1.651 2.163
N 0.178 -0.244 -0.023
C -0.763 -1.158 -0.610
O -0.239 -1.672 -1.833
H 1.766 1.912 -1.271
H 0.705 0.996 -2.260
H 0.241 2.629 -1.932
H -1.084 1.439 -0.476
H 1.424 2.253 0.973
H 0.014 2.992 0.663
H -0.569 2.398 2.820
H -0.015 0.848 2.614
H 0.529 -0.412 0.901
H -1.696 -0.603 -0.774
H -1.022 -2.062 -0.033
H -0.036 -2.597 -1.735
O 0.067 -4.816 0.446
H -0.412 -4.190 -0.068
H 0.284 -4.278 1.202
*
```

**E_LUMO**: 0.54 eV

***

Relative energies with respect to the most stable structure, expressed in kcal/mol: run 1 32.7; run 2 47.7; run 3 0.0.

***

Run 1
Formula: C4H2OS
Source: OMol25
Level of theory: the ωB97M-V functional and the def2-TZVPD basis

Structure (ORCA input):
```
! RIJCOSX wB97M-V def2-TZVPD def2/J DEFGRID3
* xyz 0 1
C 1.750 -1.693 0.078
C 1.209 -0.628 -0.164
C 0.583 0.776 -0.043
O 1.214 1.773 -0.055
C -0.894 0.878 0.256
S -1.650 -0.574 -0.069
H 2.001 -2.895 0.483
H -1.197 1.890 0.300
*
```

**E_LUMO**: -1.77 eV

***

Run 2
Formula: C4H2OS
Source: OMol25
Level of theory: the ωB97M-V functional and the def2-TZVPD basis

Structure (ORCA input):
```
! RIJCOSX wB97M-V def2-TZVPD def2/J DEFGRID3
* xyz 0 1
O -0.371 -2.417 -1.181
C -0.031 -1.280 -1.658
C -0.166 -0.036 -0.711
C -0.254 0.712 0.265
C -0.083 1.117 1.600
S 0.466 2.649 1.753
H 0.686 -1.336 -2.540
H -0.248 0.590 2.473
*
```

**E_LUMO**: -1.81 eV

***

Run 3
Formula: C4H2OS
Source: OMol25
Level of theory: the ωB97M-V functional and the def2-TZVPD basis

Structure (ORCA input):
```
! RIJCOSX wB97M-V def2-TZVPD def2/J DEFGRID3
* xyz 0 1
C 0.943 -0.577 0.709
S 0.693 0.573 1.895
C -0.861 1.042 1.200
O -1.014 0.963 -0.083
C -0.369 0.188 -1.033
C 0.273 -0.945 -0.362
H 0.078 0.690 -1.790
H 0.258 -1.934 -0.536
*
```

**E_LUMO (spin up / spin down)**: -0.62 / -0.84 eV

***

Run 4
Formula: C4H2OS
Source: OMol25
Level of theory: the ωB97M-V functional and the def2-TZVPD basis

Structure (ORCA input):
```
! RIJCOSX wB97M-V def2-TZVPD def2/J DEFGRID3
* xyz 0 1
C -0.767 -0.301 -0.246
C -0.422 0.859 0.615
C -1.936 -0.546 -0.847
C -3.316 -0.148 -0.931
O -1.110 1.849 0.698
S -2.899 -1.437 -2.005
H 0.111 -0.768 -0.425
H 0.617 0.730 1.059
*
```

**E_LUMO**: -1.66 eV

***

Relative energies with respect to the most stable structure, expressed in kcal/mol: run 1 5.1; run 2 0.0; run 3 63.0; run 4 10.1.